# 1
{
  "formula": "C5H10O2",
  "method": "the ωB97M-V functional and the def2-TZVPD basis",
  "orbital_gap_ev": 10.123,
  "e_above_lowest_kcal_mol": 83.52,
  "smiles": "COC[C@H]1C[C@H]1O",
  "total_energy_ev": -9439.4211,
  "symbols": ["C", "O", "C", "C", "C", "C", "O", "H", "H", "H", "H", "H", "H", "H", "H", "H", "H"],
  "xyz": [[2.495322, -0.164418, 0.641619], [1.089769, -0.084669, 0.587225], [0.569445, -0.458921, -0.688424], [-0.879622, 0.012790, -0.834523], [-2.121176, -0.599887, -0.220566], [-1.706840, 0.802222, 0.147784], [-1.257907, 1.168068, 1.393430], [2.853969, -1.197903, 0.517577], [2.817700, 0.204639, 1.618940], [2.953259, 0.458815, -0.142439], [1.202331, 0.001799, -1.465030], [0.704605, -1.553047, -0.811424], [-1.175748, 0.826900, -1.520656], [-2.971747, -0.829308, -0.862379], [-2.031742, -1.268646, 0.637683], [-2.246791, 1.625985, -0.367045], [-0.294830, 1.055578, 1.368233]],
  "forces_ev_per_angstrom": [[0.25, -0.01, 0.00], [-0.08, 0.13, 0.00], [-0.22, 0.20, -0.18], [0.01, 0.83, -0.05], [-0.20, 0.25, 0.11], [-0.70, 0.52, 0.25], [0.16, -0.19, 0.67], [-0.12, 0.14, 0.01], [-0.10, -0.08, -0.15], [-0.07, -0.10, 0.13], [-0.26, 0.05, 0.08], [-0.41, 0.38, 0.05], [1.23, -1.87, -1.67], [0.09, 0.22, 0.23], [0.43, 0.04, -0.40], [0.17, -0.44, 0.73], [-0.18, -0.08, 0.20]]
}

***

# 2
{
  "formula": "C34H42F9N4O7SSbSn",
  "method": "the ωB97M-V functional and the def2-TZVPD basis",
  "orbital_gap_ev": 6.896,
  "e_above_lowest_kcal_mol": 13.98,
  "total_energy_ev": -103892.2435,
  "symbols": ["Sn", "C", "C", "O", "C", "C", "C", "N", "N", "C", "O", "C", "C", "C", "C", "C", "C", "H", "H", "H", "H", "H", "H", "H", "H", "H", "H", "H", "H", "C", "C", "C", "Sb", "C", "C", "C", "C", "C", "C", "H", "H", "H", "H", "H", "H", "H", "H", "H", "H", "H", "H", "H", "H", "H", "H", "H", "H", "H", "H", "H", "C", "C", "N", "O", "H", "H", "H", "H", "H", "F", "C", "F", "F", "C", "O", "C", "F", "F", "F", "C", "F", "F", "F", "O", "S", "O", "N", "C", "O", "C", "C", "C", "C", "C", "C", "H", "H", "H", "H"],
  "xyz": [[10.772890, 16.061415, 11.880604], [15.204892, 17.922120, 12.942998], [14.802368, 16.589945, 13.421301], [14.701967, 15.616015, 12.680347], [14.429820, 16.483202, 14.855524], [13.584596, 15.541708, 15.243812], [12.986347, 15.421303, 16.634325], [12.876233, 14.767473, 14.310382], [13.109837, 13.532257, 14.515060], [12.343306, 12.673703, 13.603571], [11.893583, 13.016793, 12.525485], [11.990284, 11.330197, 14.119274], [11.113865, 10.494654, 13.486843], [10.782455, 9.293852, 14.072752], [11.323066, 8.852730, 15.255488], [12.255902, 9.680766, 15.879226], [12.546914, 10.929411, 15.274775], [14.333318, 18.431855, 12.474451], [15.951856, 17.664341, 12.223905], [15.762016, 18.616024, 13.610291], [14.990338, 17.068076, 15.601817], [13.035034, 14.422052, 17.019108], [12.001416, 15.797560, 16.592945], [13.461457, 16.089326, 17.359274], [10.821393, 10.765612, 12.506008], [10.045501, 8.650018, 13.583973], [11.012370, 7.929573, 15.722361], [12.830462, 9.425268, 16.838283], [13.293544, 11.521685, 15.768279], [10.909028, 13.157683, 5.742646], [10.035097, 13.397178, 6.998662], [8.539046, 13.693828, 6.850225], [11.044402, 14.880718, 8.294547], [13.038630, 14.848184, 7.540095], [13.802238, 16.075944, 8.106505], [13.851153, 13.593445, 7.907175], [10.622487, 16.807547, 7.469242], [9.174133, 17.283163, 7.968261], [10.846937, 17.104014, 5.954865], [10.410122, 12.336472, 5.203833], [11.949238, 12.855328, 6.001290], [10.963851, 14.017172, 5.108642], [10.065215, 12.410474, 7.508659], [8.237543, 14.557583, 6.316648], [7.997975, 13.649389, 7.820224], [8.112272, 12.908927, 6.181250], [12.938857, 15.031458, 6.467652], [13.690544, 16.224565, 9.193507], [13.540435, 16.968214, 7.604369], [14.853589, 15.923689, 7.898085], [13.977166, 13.611382, 8.991039], [14.922396, 13.546161, 7.466054], [13.372577, 12.675608, 7.555342], [11.497955, 17.256805, 7.987798], [8.448485, 16.859190, 7.262632], [9.137321, 18.394381, 8.017488], [8.912355, 16.869662, 8.982727], [10.139975, 16.677527, 5.250721], [11.852360, 16.776834, 5.562459], [10.899835, 18.195037, 5.793284], [8.126221, 19.842372, 10.991331], [9.391405, 19.079108, 11.124797], [10.485766, 19.857732, 11.178039], [9.426177, 17.846744, 11.230277], [8.311928, 20.774188, 10.423613], [7.760454, 20.106279, 11.988897], [7.380681, 19.218064, 10.493382], [10.417397, 20.882601, 11.179084], [11.339948, 19.522648, 11.564543], [7.023567, 16.580437, 13.461989], [6.788258, 15.386627, 12.914093], [5.808033, 14.793338, 13.630206], [6.173009, 15.679448, 11.759649], [7.993754, 14.478751, 12.768509], [9.021332, 15.106813, 12.170285], [8.389138, 13.868986, 14.102979], [7.573307, 12.812944, 14.359553], [8.156585, 14.679022, 15.105482], [9.659648, 13.513647, 14.157093], [7.541879, 13.253886, 11.855311], [6.337842, 12.775941, 12.187759], [8.377728, 12.267486, 11.976439], [7.491876, 13.570572, 10.557810], [13.338214, 19.963968, 14.971814], [12.170532, 20.189668, 14.139849], [12.174913, 21.207277, 13.079465], [11.816565, 18.685975, 13.534127], [10.837149, 18.167768, 14.172874], [10.411427, 16.969751, 13.936590], [10.134929, 19.074762, 15.153715], [9.074426, 18.698274, 16.006196], [8.599621, 19.685332, 16.882693], [9.140282, 20.975935, 16.924848], [10.159244, 21.234759, 16.005733], [10.685819, 20.296254, 15.146227], [8.695242, 17.726237, 15.951629], [7.650124, 19.473437, 17.477148], [8.778594, 21.869766, 17.468144], [10.549720, 22.220096, 16.047945]],
  "forces_ev_per_angstrom": [[0.32, 0.11, 0.75], [0.78, 1.16, -0.60], [-0.85, -1.05, 0.92], [0.11, 1.02, 0.34], [1.31, -0.15, 0.09], [-0.93, 0.77, 1.36], [1.62, 0.75, 0.01], [0.37, -3.30, -0.14], [-0.68, 1.85, -0.97], [-1.68, 0.15, -1.44], [1.00, 0.49, 0.80], [0.79, 1.24, -0.02], [-0.02, -0.57, -0.34], [-1.24, -0.70, -1.12], [0.85, 0.68, 1.31], [0.86, 0.46, 0.62], [1.10, -1.93, 2.90], [0.68, -0.30, 0.32], [0.29, 0.22, -1.23], [-1.00, -0.61, 0.20], [-0.67, -0.03, -0.47], [-0.19, -0.59, 0.02], [-1.49, -0.03, -0.17], [0.39, -0.11, -0.29], [-0.80, 0.16, -0.69], [0.28, 0.24, 0.00], [0.02, -0.14, -0.16], [-1.18, 0.19, -1.57], [0.09, 0.36, 0.06], [-0.77, -0.75, 0.56], [0.94, -0.13, 0.47], [-0.23, -1.78, -0.36], [-0.73, -1.08, 0.50], [1.13, 0.49, 0.06], [-0.03, -1.06, 0.40], [0.97, 0.03, -0.88], [-0.66, 0.34, -0.52], [1.47, -0.39, 0.33], [1.39, 0.19, 0.13], [0.42, 0.16, -0.25], [-0.86, 0.14, -0.13], [0.01, 0.60, -0.52], [0.14, 0.73, 0.26], [0.19, 1.43, -0.25], [0.44, 0.07, -0.58], [0.10, 0.06, 0.62], [0.20, -0.42, -0.08], [-0.01, -0.17, -0.29], [-0.45, 1.09, -0.46], [0.41, -0.01, 0.10], [-0.07, -0.43, 0.02], [-1.66, 0.49, 0.51], [-0.03, -0.03, 0.40], [-0.98, 0.51, -0.02], [0.05, 0.44, 0.12], [-0.25, -0.67, -0.20], [0.37, 0.47, -0.93], [-0.45, -0.08, 0.23], [-0.79, 0.00, 0.70], [-0.40, -0.24, 0.06], [-0.60, 0.23, -0.62], [0.99, 0.77, 0.37], [-0.60, 0.82, -0.36], [-0.15, -0.02, 0.07], [-0.29, -0.48, 0.27], [0.06, -0.09, -0.10], [0.02, 0.21, 0.08], [-0.14, -0.95, 0.02], [0.56, -0.52, 0.13], [0.75, -0.18, 0.42], [-2.41, 0.96, 0.24], [0.40, 0.01, 0.64], [0.66, -0.27, -0.87], [0.57, -0.53, -1.72], [-0.09, 0.07, -0.27], [-1.18, -0.83, 0.73], [0.79, -0.38, 0.08], [0.19, 1.44, 1.09], [0.08, -0.34, -0.17], [-0.96, 0.80, -0.16], [-0.42, 0.09, -0.18], [1.55, -1.21, 0.09], [0.09, 0.44, -0.01], [-0.74, 1.12, -0.47], [0.48, -0.10, -0.59], [0.16, -1.27, 1.41], [1.30, 1.47, -0.86], [-1.86, -2.13, 0.02], [0.07, 0.99, 0.30], [-0.96, -2.95, 0.22], [1.31, 2.56, -0.15], [-2.12, -0.48, 0.79], [0.34, -0.15, -1.56], [0.36, 1.05, 0.78], [0.39, 1.03, 0.71], [-0.67, -1.26, -0.02], [1.58, 0.13, -0.61], [-0.02, -1.16, 0.02], [0.54, 0.79, -0.23]]
}

***

# 3
{
  "formula": "C16H8N2OsS3Te",
  "method": "the ωB97M-V functional and the def2-TZVPD basis",
  "orbital_gap_ev": 5.865,
  "e_above_lowest_kcal_mol": 38.60,
  "total_energy_ev": -61963.5686,
  "symbols": ["Os", "S", "C", "C", "N", "C", "S", "C", "N", "Te", "C", "C", "C", "C", "S", "H", "H", "H", "C", "C", "C", "C", "C", "C", "C", "C", "H", "H", "H", "H", "H"],
  "xyz": [[0.374274, 0.599536, 1.151207], [1.808585, 1.445475, -0.205484], [0.921781, 2.366484, -1.373931], [1.642400, 3.062941, -2.379476], [2.227025, 3.627725, -3.195357], [-0.420625, 2.529648, -1.175869], [-1.235157, 1.705829, 0.095496], [-1.193482, 3.443599, -1.951238], [-1.831144, 4.182301, -2.560901], [1.966353, 3.065078, 1.777822], [0.769048, 4.548009, 0.994036], [-0.531766, 4.791831, 1.353463], [-1.093113, 5.894308, 0.676741], [-0.209492, 6.463845, -0.195948], [1.296523, 5.679056, -0.196585], [-1.053410, 4.183982, 2.079438], [-2.104885, 6.244446, 0.810738], [-0.389098, 7.301229, -0.850838], [0.301284, -1.288701, 0.732378], [0.291527, -2.477945, 0.463524], [0.291787, -3.871081, 0.147953], [0.409861, -4.288345, -1.181063], [0.403061, -5.637521, -1.490996], [0.282707, -6.585251, -0.483704], [0.167926, -6.178909, 0.838718], [0.170479, -4.831349, 1.156140], [0.505668, -3.543967, -1.959924], [0.492773, -5.951326, -2.522737], [0.278202, -7.639180, -0.729071], [0.074623, -6.915617, 1.625902], [0.079282, -4.507172, 2.184047]],
  "forces_ev_per_angstrom": [[0.09, 0.08, 0.67], [0.39, 0.22, -1.00], [0.04, 0.06, -0.01], [0.16, 0.02, -0.21], [-0.03, -0.08, 0.12], [-0.39, -0.34, 0.51], [0.22, 0.17, -0.29], [-0.21, 0.07, -0.27], [0.10, -0.09, 0.11], [-0.24, -0.03, 0.63], [0.07, 0.17, -0.27], [0.05, -0.03, 0.17], [0.04, 0.02, -0.02], [-0.02, 0.06, -0.06], [-0.01, -0.09, 0.13], [-0.04, 0.00, -0.03], [-0.02, -0.01, 0.01], [0.02, 0.01, -0.02], [-0.30, -0.14, -0.31], [0.06, -0.03, 0.14], [0.00, -0.08, -0.01], [0.01, 0.01, 0.01], [-0.01, 0.00, -0.01], [0.00, 0.00, 0.00], [0.01, 0.00, 0.01], [-0.01, 0.01, 0.00], [0.00, 0.00, -0.01], [0.00, 0.00, 0.00], [0.00, 0.00, 0.00], [0.00, 0.00, 0.00], [0.00, 0.00, 0.00]]
}

***

# 4
{
  "formula": "CIN4O",
  "method": "the ωB97M-V functional and the def2-TZVPD basis",
  "orbital_gap_ev": [6.173, 6.172],
  "e_above_lowest_kcal_mol": 0.00,
  "total_energy_ev": -17144.0488,
  "total_charge": -1,
  "symbols": ["C", "N", "N", "N", "N", "O", "I"],
  "xyz": [[2.007570, -0.303940, 0.175276], [1.502926, 0.773296, -0.051688], [0.106299, 1.133776, -0.323600], [-0.672588, 0.262323, -0.187032], [-1.351408, -0.676782, -0.156349], [2.698692, -1.188639, 0.426111], [-4.291489, -0.000036, 0.117279]],
  "forces_ev_per_angstrom": [[-0.48, 1.23, -0.17], [-1.60, 0.40, -0.38], [3.77, 4.66, -0.21], [-3.89, -7.28, 0.15], [1.61, 2.55, 0.29], [0.85, -1.66, 0.34], [-0.26, 0.11, -0.02]]
}

***

# 5
{
  "formula": "C18H36F6KO6PS2",
  "method": "the ωB97M-V functional and the def2-TZVPD basis",
  "orbital_gap_ev": 7.893,
  "e_above_lowest_kcal_mol": 13.97,
  "total_energy_ev": -95123.5999,
  "symbols": ["K", "C", "C", "C", "C", "P", "C", "C", "C", "C", "C", "C", "C", "C", "C", "C", "C", "C", "H", "H", "H", "H", "H", "H", "H", "H", "H", "H", "H", "H", "H", "H", "H", "H", "H", "H", "H", "H", "H", "H", "H", "H", "H", "H", "H", "H", "H", "H", "H", "H", "H", "H", "H", "H", "C", "F", "F", "F", "S", "O", "O", "O", "C", "F", "F", "F", "S", "O", "O", "O"],
  "xyz": [[3.360950, -3.537688, -3.819244], [0.904400, -3.995218, -1.465254], [0.683490, -3.709698, 0.038576], [0.880120, -2.166128, 0.351456], [-0.393560, -1.293718, 0.233276], [-0.435880, 0.235152, 1.274596], [-1.500020, 1.323802, 0.173286], [-2.991270, 0.955902, 0.206306], [-3.874790, 1.790672, 1.227566], [-5.319480, 1.324452, 1.203766], [-1.163200, -0.209778, 2.926276], [-1.120840, 0.988012, 3.841896], [-1.718320, 0.869892, 5.186396], [-3.104830, 0.175602, 5.107536], [1.315460, 0.911622, 1.484166], [1.644550, 2.435512, 1.140536], [0.842010, 3.530102, 1.878746], [1.436060, 4.928612, 2.025986], [-0.039310, -4.077188, -2.004504], [1.360070, -4.928778, -1.795294], [1.371590, -3.220498, -2.073254], [1.478680, -4.265318, 0.535636], [-0.227890, -4.117418, 0.475906], [1.598080, -1.849928, -0.405274], [1.461150, -2.108668, 1.271886], [-1.332280, -1.779618, 0.499366], [-0.458830, -0.947298, -0.798144], [-1.073310, 1.220072, -0.824334], [-1.459920, 2.338592, 0.569146], [-3.219070, -0.109958, 0.193896], [-3.408850, 1.246762, -0.757604], [-3.862200, 2.845572, 0.953486], [-3.310020, 1.647732, 2.148826], [-5.915290, 2.047992, 1.760176], [-5.540720, 0.388062, 1.715936], [-5.843190, 1.256052, 0.250276], [-0.575690, -1.015708, 3.366046], [-2.180850, -0.599818, 2.944946], [-1.596190, 1.852162, 3.377796], [-0.051940, 1.164652, 3.961716], [-1.830880, 1.827332, 5.695056], [-1.053580, 0.347242, 5.874186], [-3.585350, 0.370672, 6.066256], [-3.063570, -0.912058, 5.049186], [-3.702430, 0.512022, 4.260316], [2.067770, 0.275202, 1.018216], [1.530800, 0.568142, 2.495966], [1.536200, 2.652592, 0.077876], [2.679270, 2.598862, 1.441816], [0.595800, 3.071132, 2.836246], [-0.182010, 3.629432, 1.518716], [2.515490, 4.959722, 1.877776], [1.283010, 5.325662, 3.029486], [1.134100, 5.626752, 1.245266], [4.032880, 1.815532, -2.564164], [4.731840, 2.296392, -1.536284], [2.860370, 2.540792, -2.774524], [4.769010, 1.668992, -3.641924], [3.328220, 0.052692, -2.059014], [3.248510, -0.632158, -3.348624], [4.257570, -0.621698, -1.161144], [2.082860, 0.289462, -1.454294], [2.026050, -4.457938, -8.336214], [2.323620, -4.050668, -9.631424], [1.028280, -5.330998, -8.472774], [3.145060, -4.991998, -7.846964], [1.497650, -2.965438, -7.173714], [1.315830, -1.796768, -8.044074], [0.241500, -3.403328, -6.582164], [2.567260, -2.810158, -6.241544]],
  "forces_ev_per_angstrom": [[-0.10, 0.79, -0.49], [-1.59, -0.21, -1.17], [1.30, 0.67, -0.34], [0.10, -1.52, -0.46], [0.74, 0.31, 0.63], [0.60, -0.32, -1.67], [-0.33, -0.41, 1.78], [-1.21, 1.03, -0.79], [1.27, -1.66, -1.35], [-0.89, 0.21, 1.19], [-0.22, 0.09, -0.06], [1.50, 1.05, -0.55], [-1.24, -1.22, 1.06], [0.51, 0.07, 1.04], [-0.48, 0.45, 0.18], [-0.68, 0.05, 0.41], [-0.93, -1.04, 0.82], [0.92, -0.08, -0.29], [-0.44, 0.09, 0.14], [0.36, -0.29, 0.84], [0.32, 0.51, 0.71], [0.11, 0.26, 0.36], [-0.25, 0.08, -0.45], [-0.15, 0.46, 0.13], [-0.54, 0.32, 0.43], [0.06, -0.43, -0.08], [-0.12, 0.05, 0.01], [0.22, 0.21, 0.15], [0.44, 0.12, -0.42], [0.18, -0.17, 0.64], [0.22, 0.06, -0.35], [0.36, -0.01, -0.03], [-0.82, 0.30, 0.62], [-0.08, 0.14, 0.10], [0.47, -0.24, -0.02], [0.67, 0.11, -0.40], [0.37, -0.12, -0.23], [-0.09, -0.05, -0.99], [0.23, 0.11, -0.36], [0.04, 0.77, 0.01], [-0.06, 0.29, -0.48], [-0.04, -0.49, -0.06], [-0.51, 0.09, -0.26], [0.32, -0.06, -0.15], [-0.12, 0.31, 0.18], [-0.56, -0.05, -1.11], [-0.08, 0.94, 0.73], [0.37, -0.64, -0.16], [0.15, -0.27, -0.28], [0.49, 0.41, 0.66], [0.01, 0.06, -0.69], [0.27, -0.50, 0.21], [-0.32, 0.19, -0.21], [-0.62, -0.01, 0.22], [-2.61, -2.88, 1.26], [-0.15, 0.72, -0.67], [2.31, -0.03, -0.10], [-0.11, 1.05, 0.08], [3.26, -1.49, -2.02], [-0.07, 0.16, 0.11], [0.34, 0.70, 0.07], [-3.29, 1.24, 1.49], [-0.30, 2.26, -1.10], [-0.22, -0.26, 1.59], [0.62, -0.27, 0.47], [-0.24, -0.77, 0.01], [-3.08, 1.74, -2.48], [0.68, -1.67, 0.46], [0.72, -0.67, 0.02], [1.99, -0.64, 1.48]]
}